[1]
This record from the OMol25 dataset describes a 10-piece molecular cluster, C53H124BrF6N5O11P2S2 overall in a non-equilibrium geometry. The level of theory is ωB97M-V/def2-TZVPD.

Structure (ORCA input):
```
! RIJCOSX wB97M-V def2-TZVPD def2/J DEFGRID3
* xyz 4 1
Br -0.26 -14.21 -19.79
C -1.18 -14.65 -25.46
C -0.30 -14.32 -24.33
O 0.89 -14.59 -24.17
N -0.94 -13.55 -23.15
H -1.91 -13.78 -23.26
H -0.65 -13.96 -22.28
C -0.53 -12.07 -23.10
H -0.65 -15.16 -26.27
H -1.61 -13.73 -25.86
H -1.92 -15.35 -25.07
H -0.84 -11.62 -22.15
H -0.82 -11.50 -23.98
H 0.56 -12.13 -23.10
C -6.26 -10.49 -21.89
C -6.36 -11.08 -20.50
O -6.53 -10.47 -19.47
N -6.63 -12.59 -20.42
H -7.59 -12.83 -20.23
H -6.47 -12.91 -21.37
C -5.51 -13.32 -19.66
H -5.19 -10.39 -22.05
H -6.76 -9.53 -21.83
H -6.75 -11.09 -22.66
H -5.83 -14.34 -19.44
H -5.49 -12.78 -18.72
H -4.55 -13.48 -20.16
C -3.54 -9.64 -18.10
C -2.83 -10.67 -19.05
O -3.33 -10.95 -20.16
N -1.69 -11.52 -18.37
H -1.75 -11.59 -17.36
H -1.68 -12.42 -18.82
C -0.33 -10.97 -18.63
H -3.93 -10.34 -17.35
H -4.43 -9.13 -18.46
H -2.71 -9.04 -17.73
H -0.30 -9.90 -18.43
H 0.06 -11.18 -19.63
H 0.32 -11.37 -17.86
C -1.67 -15.49 -13.32
N -1.88 -16.40 -14.54
C -1.32 -15.72 -15.83
C -1.11 -17.75 -14.32
C -3.41 -16.64 -14.81
C -4.14 -17.52 -13.79
O -3.90 -17.13 -12.46
H -1.72 -16.08 -12.40
H -2.49 -14.77 -13.34
H -0.71 -14.97 -13.31
H -0.28 -15.48 -15.59
H -1.68 -14.70 -16.00
H -1.47 -16.45 -16.62
H -0.05 -17.50 -14.22
H -1.20 -18.41 -15.18
H -1.53 -18.21 -13.42
H -3.45 -17.06 -15.82
H -3.97 -15.70 -14.76
H -3.80 -18.53 -14.01
H -5.23 -17.49 -13.85
H -4.62 -16.73 -11.97
C 3.17 -12.22 -15.12
N 3.60 -13.16 -16.31
C 5.14 -13.26 -16.53
C 3.20 -14.60 -15.98
C 2.92 -12.80 -17.68
C 3.16 -11.35 -18.19
O 4.49 -11.07 -18.59
H 3.41 -12.65 -14.15
H 2.09 -12.29 -15.15
H 3.59 -11.22 -15.22
H 5.36 -13.89 -17.39
H 5.73 -13.46 -15.64
H 5.60 -12.30 -16.79
H 2.11 -14.63 -16.04
H 3.57 -14.90 -15.00
H 3.59 -15.29 -16.73
H 1.86 -13.04 -17.75
H 3.22 -13.56 -18.41
H 2.78 -10.55 -17.56
H 2.65 -11.29 -19.15
H 4.55 -10.13 -18.73
C 3.54 -18.49 -15.79
C 2.07 -18.00 -16.21
C 1.78 -18.19 -17.71
C 2.67 -17.37 -18.61
P 2.98 -18.05 -20.24
C 4.03 -16.77 -20.99
C 3.28 -15.45 -21.45
C 4.18 -14.27 -21.77
C 3.43 -12.92 -21.96
C 3.76 -19.72 -20.11
C 5.27 -19.64 -19.58
C 5.76 -20.98 -18.98
C 7.09 -20.81 -18.19
C 1.40 -18.17 -21.06
C 1.50 -18.56 -22.53
C 0.27 -18.11 -23.32
C -0.01 -18.96 -24.55
H 3.57 -18.65 -14.71
H 4.34 -17.78 -16.02
H 3.84 -19.44 -16.23
H 2.02 -16.94 -15.97
H 1.23 -18.34 -15.61
H 0.75 -17.88 -17.90
H 1.75 -19.24 -17.97
H 3.66 -17.26 -18.16
H 2.36 -16.33 -18.72
H 4.50 -17.31 -21.82
H 4.81 -16.38 -20.34
H 2.58 -15.10 -20.68
H 2.70 -15.74 -22.33
H 4.79 -14.51 -22.64
H 4.89 -14.11 -20.96
H 2.70 -13.13 -22.74
H 4.08 -12.12 -22.32
H 2.98 -12.66 -20.99
H 3.90 -20.06 -21.14
H 3.13 -20.35 -19.49
H 5.30 -18.96 -18.73
H 5.88 -19.17 -20.35
H 5.75 -21.59 -19.88
H 5.14 -21.65 -18.39
H 7.35 -21.77 -17.75
H 7.10 -20.07 -17.38
H 7.73 -20.45 -18.99
H 0.98 -17.18 -20.93
H 0.81 -18.94 -20.55
H 1.55 -19.62 -22.78
H 2.41 -18.23 -23.02
H 0.46 -17.09 -23.64
H -0.64 -18.14 -22.73
H -0.99 -18.63 -24.90
H -0.04 -20.02 -24.29
H 0.60 -18.83 -25.44
C -4.78 -25.70 -17.73
C -4.68 -24.18 -17.93
C -3.92 -23.74 -19.16
C -3.50 -22.27 -19.20
P -2.56 -21.61 -20.56
C -1.99 -19.91 -20.30
C -2.95 -19.03 -19.54
C -2.60 -17.55 -19.70
C -3.52 -16.62 -18.87
C -1.20 -22.66 -21.19
C -0.24 -21.96 -22.17
C 0.93 -22.78 -22.61
C 1.95 -23.20 -21.50
C -3.84 -21.53 -21.83
C -3.70 -20.53 -23.08
C -4.95 -19.69 -23.49
C -5.05 -19.47 -24.99
H -5.51 -26.16 -18.39
H -5.09 -25.91 -16.71
H -3.82 -26.20 -17.90
H -4.18 -23.80 -17.04
H -5.66 -23.72 -17.81
H -4.35 -23.99 -20.13
H -3.00 -24.31 -19.01
H -3.07 -22.00 -18.24
H -4.42 -21.69 -19.20
H -1.81 -19.45 -21.27
H -1.07 -20.05 -19.73
H -3.01 -19.27 -18.48
H -3.92 -19.27 -19.99
H -2.60 -17.40 -20.78
H -1.54 -17.47 -19.46
H -3.57 -16.95 -17.83
H -4.53 -16.49 -19.27
H -3.05 -15.64 -18.90
H -1.71 -23.47 -21.72
H -0.67 -22.94 -20.28
H 0.07 -21.01 -21.74
H -0.72 -21.75 -23.13
H 1.59 -22.22 -23.27
H 0.56 -23.63 -23.18
H 2.73 -22.45 -21.36
H 2.41 -24.15 -21.79
H 1.54 -23.39 -20.51
H -4.81 -21.28 -21.39
H -3.90 -22.50 -22.33
H -3.31 -21.17 -23.87
H -2.83 -19.88 -22.97
H -5.09 -18.76 -22.94
H -5.75 -20.33 -23.12
H -4.15 -19.00 -25.38
H -5.93 -18.92 -25.33
H -5.13 -20.44 -25.49
C 0.51 -10.20 -14.10
F 1.31 -9.82 -15.14
F 1.20 -10.81 -13.17
F -0.04 -9.07 -13.60
S -0.85 -11.42 -14.82
O -0.21 -12.40 -15.68
O -1.54 -11.95 -13.64
O -1.65 -10.52 -15.61
C -5.50 -15.59 -24.66
F -5.89 -14.70 -25.61
F -6.56 -16.38 -24.45
F -4.36 -16.24 -25.04
S -5.07 -14.62 -22.95
O -3.80 -13.85 -23.14
O -6.26 -13.78 -22.80
O -4.90 -15.65 -21.89
*
```

The max |F| is 0.100 Eh/bohr.

***

[2]
This record from the OMol25 dataset describes a 11-piece molecular cluster, C53H124N4O15 overall in a non-equilibrium geometry. The level of theory is ωB97M-V/def2-TZVPD.

Structure (ORCA input):
```
! RIJCOSX wB97M-V def2-TZVPD def2/J DEFGRID3
* xyz 0 1
C -5.47 2.50 -3.10
C -4.46 1.37 -3.47
C -3.02 2.00 -3.43
C -1.90 1.05 -3.27
C -2.12 0.16 -2.05
C -3.39 -0.68 -2.12
N -4.50 0.29 -2.45
O -5.78 -0.29 -2.30
C -3.28 -1.78 -3.13
C -3.68 -1.29 -0.69
C -4.65 0.83 -4.86
H -6.48 2.10 -3.19
H -5.29 3.38 -3.72
H -5.30 2.87 -2.09
H -2.90 2.68 -4.27
H -3.11 2.60 -2.53
H -1.05 1.69 -3.02
H -1.56 0.47 -4.13
H -2.13 0.83 -1.19
H -1.23 -0.44 -1.85
H -4.22 -2.18 -3.48
H -2.90 -1.42 -4.09
H -2.68 -2.65 -2.85
H -2.88 -1.86 -0.22
H -3.78 -0.50 0.05
H -4.60 -1.87 -0.79
H -4.63 1.62 -5.61
H -5.58 0.27 -4.97
H -3.87 0.13 -5.16
H -5.68 -0.97 -2.97
C 2.51 8.64 -1.38
C 3.47 7.41 -1.60
C 3.81 6.94 -0.12
C 2.71 6.21 0.63
C 2.13 5.10 -0.23
C 1.84 5.43 -1.69
N 2.99 6.19 -2.29
O 2.90 6.40 -3.65
C 1.75 4.06 -2.36
C 0.51 6.25 -1.81
C 4.78 7.86 -2.30
H 3.03 9.45 -0.87
H 1.62 8.29 -0.86
H 2.12 9.00 -2.34
H 4.69 6.30 -0.12
H 4.13 7.75 0.54
H 1.91 6.88 0.93
H 3.09 5.61 1.46
H 1.19 4.85 0.26
H 2.76 4.21 -0.16
H 0.99 3.42 -1.91
H 1.41 4.17 -3.39
H 2.72 3.55 -2.35
H 0.57 7.02 -2.58
H -0.38 5.74 -2.18
H 0.16 6.77 -0.92
H 4.58 8.19 -3.32
H 5.59 7.14 -2.25
H 5.12 8.78 -1.83
H 2.17 7.01 -3.76
C -3.02 -3.19 4.77
C -3.81 -1.99 4.14
C -4.54 -2.35 2.83
C -5.81 -3.23 3.07
C -6.79 -2.52 3.95
C -6.12 -2.04 5.32
N -4.86 -1.39 5.04
O -4.17 -0.91 6.19
C -7.12 -1.01 5.92
C -6.00 -3.27 6.26
C -2.79 -0.86 3.61
H -1.99 -3.34 4.47
H -3.44 -4.16 4.50
H -2.97 -3.21 5.86
H -4.82 -1.44 2.29
H -3.90 -2.89 2.13
H -5.64 -4.21 3.51
H -6.25 -3.31 2.08
H -7.68 -3.13 4.14
H -7.25 -1.62 3.54
H -7.01 -0.04 5.44
H -8.16 -1.32 5.95
H -6.86 -0.70 6.94
H -5.63 -4.10 5.65
H -5.33 -3.18 7.12
H -6.94 -3.62 6.69
H -2.15 -1.12 2.77
H -2.11 -0.59 4.43
H -3.26 0.09 3.34
H -3.93 -1.69 6.70
C 1.31 -2.26 -2.80
C 1.87 -2.11 -4.27
C 1.96 -0.61 -4.58
C 2.80 -0.29 -5.84
C 4.19 -0.87 -5.64
C 4.20 -2.39 -5.39
N 3.17 -2.76 -4.36
O 3.10 -4.16 -4.09
C 4.02 -3.16 -6.70
C 5.57 -2.81 -4.83
C 0.82 -2.72 -5.24
H 0.46 -1.61 -2.60
H 2.07 -2.09 -2.04
H 1.00 -3.28 -2.60
H 0.99 -0.16 -4.77
H 2.49 -0.12 -3.76
H 2.91 0.78 -6.01
H 2.27 -0.70 -6.70
H 4.69 -0.40 -4.79
H 4.75 -0.58 -6.52
H 4.19 -4.23 -6.55
H 3.04 -3.01 -7.14
H 4.77 -2.84 -7.43
H 6.36 -2.23 -5.30
H 5.71 -2.58 -3.77
H 5.86 -3.86 -4.83
H -0.11 -2.15 -5.27
H 0.48 -3.70 -4.90
H 1.18 -2.86 -6.26
H 3.71 -4.25 -3.36
C 0.40 -2.74 6.43
C 1.30 -3.10 5.28
C 1.37 -1.94 4.23
O 2.63 -3.33 5.82
H 0.94 -2.16 7.19
H 0.20 -3.67 6.97
H -0.52 -2.16 6.33
H 0.94 -4.02 4.83
H 0.54 -1.87 3.54
H 2.34 -1.94 3.73
H 1.44 -1.01 4.79
H 3.24 -3.74 5.19
C 3.75 2.78 4.55
C 3.02 2.54 3.26
C 1.77 3.41 3.13
O 3.82 2.92 2.20
H 3.25 2.45 5.46
H 3.95 3.85 4.63
H 4.72 2.29 4.51
H 2.68 1.51 3.21
H 2.05 4.46 3.07
H 1.18 3.27 4.03
H 1.27 3.08 2.22
H 4.56 3.39 2.59
C -0.88 -5.24 -0.36
C -0.31 -6.08 0.73
C -0.85 -5.66 2.13
O -0.55 -7.46 0.57
H -0.42 -5.56 -1.30
H -0.69 -4.20 -0.09
H -1.93 -5.41 -0.60
H 0.76 -5.86 0.78
H -0.50 -6.44 2.81
H -1.93 -5.52 2.20
H -0.38 -4.70 2.35
H 0.02 -7.84 -0.10
C 3.05 -4.11 1.86
C 3.41 -5.62 1.85
O 4.78 -5.71 1.94
O 3.22 -3.40 0.64
H 3.61 -3.52 2.59
H 2.05 -4.02 2.28
H 3.02 -6.06 0.93
H 2.95 -6.23 2.62
H 5.16 -5.28 1.17
H 2.94 -2.50 0.84
C 0.69 -0.92 0.70
C 0.16 0.42 1.26
O 0.42 1.55 0.46
O 2.06 -1.10 1.11
H 0.46 -0.96 -0.36
H 0.13 -1.76 1.09
H 0.57 0.55 2.27
H -0.91 0.27 1.27
H 1.35 1.56 0.26
H 2.50 -0.27 0.94
C 4.45 -0.43 -1.38
C 3.61 0.88 -1.30
O 3.38 1.13 0.06
O 5.79 -0.25 -1.07
H 4.32 -0.77 -2.41
H 4.00 -1.30 -0.89
H 2.60 0.78 -1.71
H 4.09 1.57 -1.99
H 4.15 1.27 0.61
H 6.26 0.13 -1.82
C -2.59 3.20 1.16
C -3.80 4.04 0.71
O -5.02 3.65 1.34
O -1.42 3.55 0.44
H -2.64 2.11 1.13
H -2.39 3.33 2.23
H -4.09 3.99 -0.34
H -3.70 5.13 0.75
H -5.23 2.72 1.18
H -0.74 2.87 0.37
*
```

The max |F| is 0.055 Eh/bohr. Its SMILES is CC1(C)CCCC(C)(C)N1O.CC1(C)CCCC(C)(C)N1O.CC1(C)CCCC(C)(C)N1O.CC1(C)CCCC(C)(C)N1O.CC(C)O.CC(C)O.CC(C)O.OCCO.OCCO.OCCO.OCCO.

***

For the records above, the corresponding DFT total energy values read -7846.190681; -3441.042304 Eh.